{"formula": "C23H25ClNO6", "method": "wB97M-V/def2-TZVPD", "homo_lumo_gap_ev": 5.6, "e_tot_ha": -1857.86190, "total_charge": -1, "elements": ["Cl", "O", "O", "O", "O", "O", "O", "N", "C", "C", "C", "C", "C", "C", "C", "C", "C", "C", "C", "C", "C", "C", "C", "C", "C", "C", "C", "C", "C", "C", "C", "H", "H", "H", "H", "H", "H", "H", "H", "H", "H", "H", "H", "H", "H", "H", "H", "H", "H", "H", "H", "H", "H", "H", "H", "H"], "coordinates": [[-0.0477, 6.7090, -0.6112], [2.2789, -1.4681, -0.5647], [3.6946, 0.3062, -0.4840], [-1.3622, -2.4103, 1.2260], [0.1512, -1.1367, 2.3521], [-0.3778, 0.9128, -2.4583], [1.2985, -0.5583, -2.8360], [-2.5220, 3.1165, 4.1206], [1.3063, -1.9033, -4.8502], [-2.0458, 0.8620, 2.4979], [-3.3012, 1.5506, 2.5017], [-3.4487, 2.7171, 3.2556], [0.7256, -0.7020, -4.1520], [-1.8493, -0.1374, 1.5354], [-0.5095, 5.0644, -0.4662], [-0.8469, -4.6610, 0.5150], [0.1006, 2.7264, -0.1301], [1.3533, 0.6897, -0.7822], [3.0641, -3.6568, -0.0442], [0.6569, 0.3746, -2.0891], [1.0601, 1.6392, 0.1384], [-1.3796, 2.4371, 4.2330], [0.4559, 4.0921, -0.1899], [2.5733, -0.1504, -0.5868], [-1.2499, 2.4119, -0.3434], [-2.2172, 3.3720, -0.5780], [-0.3460, -3.4333, 1.2344], [-1.8601, 4.7244, -0.6700], [3.4508, -2.2275, -0.2664], [-1.1125, 1.2664, 3.5097], [-0.9247, -1.2255, 1.7610], [0.0070, -5.2576, 0.1830], [2.4377, -3.7857, 0.8477], [-0.2414, 0.6595, 3.7270], [1.5656, 1.5524, 1.1149], [3.9027, -1.7921, 0.6280], [2.5410, -4.0968, -0.9045], [-4.3472, 3.3261, 3.1389], [0.7944, -2.0453, -5.8105], [0.9387, 0.2122, -4.7154], [1.1692, -2.8258, -4.2704], [-2.5796, 5.5077, -0.8885], [-1.4553, -5.3036, 1.1646], [-1.4391, -4.3714, -0.3593], [0.5140, -3.0082, 0.7165], [-2.6384, -0.2926, 0.7813], [1.4947, 4.3788, -0.0815], [-3.2562, 3.0751, -0.7407], [-0.6438, 2.8532, 4.9217], [4.1583, -2.1404, -1.0980], [-0.3579, -0.8065, -4.0635], [-4.1389, 1.1493, 1.9490], [3.9946, -4.2072, 0.1157], [-1.5293, 1.3550, -0.3205], [-0.0331, -3.6714, 2.2560], [2.3730, -1.7667, -5.0694]], "forces_ev_per_a": [[0.30, 0.72, -0.01], [0.74, 0.74, 0.33], [-0.77, -0.43, 0.04], [0.58, -0.94, 0.02], [0.06, -0.67, 0.06], [1.42, -0.81, 0.17], [-0.24, 0.46, -0.14], [0.13, 1.66, 0.24], [0.35, -0.32, -0.11], [-0.31, 0.35, 0.37], [0.49, 1.01, 0.52], [0.40, -1.54, -0.39], [-0.24, -0.03, -0.07], [0.13, -1.77, -0.10], [-0.80, -1.40, -0.09], [-0.26, -0.19, 0.02], [-1.44, 1.06, 0.12], [0.23, -0.27, -0.14], [-0.05, -0.57, 0.20], [-1.29, 1.44, 0.12], [0.24, -0.71, -1.03], [-0.48, -1.33, -0.73], [-0.07, -0.60, -0.02], [-0.10, -0.01, 0.30], [0.11, -0.73, 0.14], [0.08, 0.79, -0.29], [-0.04, 0.57, -0.17], [0.81, -0.41, 0.32], [0.04, -0.25, 0.00], [-0.43, 0.76, 0.22], [-0.61, 1.99, -0.20], [-0.04, 0.00, -0.03], [0.18, 0.10, -0.24], [0.09, 0.25, -0.34], [-0.04, 0.43, -0.63], [0.13, -0.15, -0.12], [0.14, 0.19, 0.16], [0.07, -0.12, 0.31], [0.05, 0.10, 0.18], [-0.13, -0.05, 0.08], [0.07, 0.28, -0.05], [0.07, -0.16, 0.06], [-0.01, 0.21, -0.17], [0.11, -0.10, 0.09], [0.04, -0.10, 0.06], [0.24, -0.14, 0.62], [-0.03, 0.11, 0.10], [0.37, 0.07, 0.12], [-0.13, -0.23, 0.07], [-0.05, 0.09, 0.12], [0.12, 0.12, 0.07], [0.05, 0.12, -0.38], [-0.10, -0.18, -0.01], [0.06, 0.57, 0.15], [-0.08, 0.14, -0.06], [-0.18, -0.10, 0.15]]}

{"formula": "CH3NS3", "method": "wB97M-V/def2-TZVPD", "homo_lumo_gap_ev": [7.4, 7.4], "e_tot_ha": -1289.06171, "elements": ["S", "S", "S", "N", "C", "H", "H", "H"], "coordinates": [[1.9038, 0.4507, -0.3436], [-0.4190, 1.4406, 0.0540], [-2.7691, -0.1887, -0.1889], [1.5053, -1.0077, -0.0291], [-1.1645, 0.0405, -0.1801], [2.5222, 0.7773, 0.8550], [-3.2830, 1.2166, -0.1096], [1.5063, -1.4120, -0.9947]], "forces_ev_per_a": [[0.04, 1.16, 1.05], [0.60, 0.16, -0.20], [-1.74, 1.82, -0.10], [0.27, -1.50, -1.58], [1.57, 0.45, 0.26], [-0.74, 0.25, -0.56], [0.50, -2.15, 0.03], [-0.49, -0.19, 1.10]]}

{"formula": "C5H7N4O", "method": "wB97M-V/def2-TZVPD", "homo_lumo_gap_ev": [8.2, 8.2], "e_tot_ha": -488.57743, "smiles": "Cc1[nH]ncc1C(=[NH2+])N=O", "total_charge": 1, "elements": ["O", "N", "N", "N", "N", "C", "C", "C", "C", "C", "H", "H", "H", "H", "H", "H", "H"], "coordinates": [[-2.9542, -0.4288, 0.9317], [-2.0069, -0.9035, 0.4514], [1.0913, 1.7665, 0.1086], [0.1357, 2.4472, -0.4805], [-0.7700, -1.7984, -1.3922], [-0.8635, 1.6606, -0.7238], [-1.1756, -0.9325, -0.5173], [1.5863, -0.4468, 1.2413], [-0.4978, 0.3234, -0.2299], [0.7723, 0.4988, 0.4253], [-1.6209, 2.0644, -1.3807], [2.5869, -0.5984, 0.6983], [1.7759, -0.0032, 2.2738], [-1.3025, -2.7256, -1.4110], [1.0510, -1.4477, 1.3244], [0.2449, -1.7418, -1.5786], [1.9472, 2.2658, 0.2591]], "forces_ev_per_a": [[-1.05, 0.02, 0.21], [-0.77, -1.11, 1.04], [0.30, -0.87, 1.33], [-0.38, 1.35, -1.11], [-0.48, -3.08, -0.20], [0.86, -1.40, -0.02], [0.77, 2.45, 0.23], [0.92, -0.46, -0.04], [1.66, 1.88, 0.00], [-1.43, -0.11, -1.40], [-0.45, -0.48, 0.37], [-1.30, 0.05, 1.03], [-0.21, -0.75, -1.33], [1.43, 1.64, -0.42], [0.78, 1.32, 0.04], [-0.97, -0.41, -0.24], [0.34, -0.03, 0.50]]}

{"formula": "C3H4OS", "method": "wB97M-V/def2-TZVPD", "homo_lumo_gap_ev": 7.8, "e_tot_ha": -590.09205, "smiles": "CC(=O)C=S", "elements": ["S", "O", "C", "C", "C", "H", "H", "H", "H"], "coordinates": [[-1.4546, -0.1015, 1.8154], [1.5514, -1.0269, -0.5386], [0.0836, -0.3127, 1.4077], [0.5924, -0.4127, -0.0923], [-0.2680, 0.4144, -1.0108], [-1.2498, 0.6137, -0.5930], [0.2443, 1.3619, -1.1752], [0.8546, -0.4477, 2.1592], [-0.3539, -0.0885, -1.9725]], "forces_ev_per_a": [[0.39, -0.08, 0.06], [-1.23, 0.58, 1.84], [0.82, -0.69, -0.96], [-0.19, 0.21, -0.58], [-0.02, -0.13, -0.32], [0.04, 0.01, -0.11], [0.04, 0.11, 0.00], [0.11, -0.05, 0.08], [0.04, 0.03, -0.01]]}

{"formula": "C4H5NO2S", "method": "wB97M-V/def2-TZVPD", "homo_lumo_gap_ev": 8.5, "e_tot_ha": -758.74790, "smiles": "Oc1cc(O)n(S)c1", "elements": ["S", "O", "O", "N", "C", "C", "C", "C", "H", "H", "H", "H", "H"], "coordinates": [[2.4792, -0.9440, -0.2402], [1.3458, 2.1527, -0.2975], [-2.7058, -0.4537, -0.2503], [0.9102, -0.3789, -0.1108], [-0.8006, 1.0638, -0.0384], [0.5572, 0.9948, -0.0039], [-0.3922, -1.1723, -0.1700], [-1.4166, -0.2176, -0.1544], [-0.4977, -2.2403, 0.0828], [-2.9801, -1.3019, -0.1310], [2.6329, -1.1463, 1.0225], [2.3140, 1.8420, 0.0465], [-1.4462, 1.8017, 0.2447]], "forces_ev_per_a": [[-0.34, 0.21, -1.41], [2.76, -4.12, 2.41], [-0.86, 4.41, -0.36], [-2.52, 0.34, 0.04], [-0.56, -1.57, 0.15], [-0.40, 0.19, -1.73], [0.86, 1.84, 0.27], [4.53, -1.84, 0.12], [0.70, 0.73, -0.43], [-0.69, -3.82, 0.52], [0.53, -0.38, 1.64], [-3.04, 1.37, -1.30], [-0.99, 2.65, 0.10]]}

{"formula": "C50H43F5Ge2N5O6Ti", "method": "wB97M-V/def2-TZVPD", "s2": 0.759, "homo_lumo_gap_ev": [5.3, 5.0], "e_tot_ha": -8159.07608, "spin_multiplicity": 2, "elements": ["Ge", "Ge", "Ti", "F", "F", "F", "F", "F", "O", "O", "O", "O", "O", "O", "N", "N", "N", "N", "N", "C", "C", "C", "C", "C", "C", "C", "C", "C", "C", "C", "C", "C", "C", "C", "C", "C", "C", "C", "C", "C", "C", "C", "C", "C", "C", "C", "C", "C", "C", "C", "C", "C", "C", "C", "C", "C", "C", "C", "C", "C", "C", "C", "C", "C", "C", "C", "C", "C", "C", "H", "H", "H", "H", "H", "H", "H", "H", "H", "H", "H", "H", "H", "H", "H", "H", "H", "H", "H", "H", "H", "H", "H", "H", "H", "H", "H", "H", "H", "H", "H", "H", "H", "H", "H", "H", "H", "H", "H", "H", "H", "H", "H"], "coordinates": [[-4.0857, -0.3026, 0.0433], [-1.9271, 0.6498, 0.7887], [0.3936, -0.9632, 0.4727], [-2.5713, -1.5906, 2.1206], [-3.3195, -2.8816, 4.2178], [0.8789, -4.9465, 4.4963], [-1.6320, -4.6034, 5.4885], [1.7024, -3.6725, 2.4455], [0.9956, 0.6973, 1.1872], [4.5464, 3.2914, 0.2307], [-2.1781, -0.3749, -3.6619], [2.5012, -4.2926, -0.5019], [2.4176, 2.3975, 1.5002], [5.6447, 2.6458, -1.6008], [2.0498, -2.2470, 0.2950], [-0.2107, -2.0552, -1.1440], [-0.7332, 0.5552, -2.1879], [3.8169, 0.6632, -2.1639], [1.9791, 0.0445, -1.1368], [3.7068, -3.9093, 0.2207], [-0.0486, -4.3725, -1.8005], [0.7365, 4.6574, -4.2148], [-0.8952, 4.5797, -0.6269], [5.7907, -2.1276, 3.5533], [1.8268, 4.0370, -4.8074], [0.3715, -3.2802, -1.0557], [-3.1685, 0.9245, 3.5188], [1.6507, -3.2776, -0.3350], [-1.3119, -0.4764, -2.6267], [4.7180, 2.5371, -0.8349], [3.3237, -1.1351, 2.7750], [-2.1234, 5.1617, -0.9090], [-5.6934, -0.0564, 1.1639], [-0.8339, 3.2721, -0.1644], [-1.2623, 1.6950, -2.9568], [-0.3203, -2.3665, 2.1491], [-3.2813, 4.4265, -0.7032], [3.6904, 1.4951, -1.0845], [-1.9810, 2.5031, 0.0384], [-1.0277, -1.8638, -2.1971], [-2.0524, 1.1759, 2.7174], [1.9182, 2.6522, -4.7962], [-4.7186, 0.2839, -1.7398], [1.9786, 1.4627, 0.8414], [-2.2056, 1.0384, -3.9919], [-1.6032, -2.3161, 2.6915], [-1.0714, -4.2046, -2.7132], [3.4857, -2.4223, 0.5779], [2.7756, -0.2035, -2.1586], [2.5502, 1.0834, -0.4588], [5.1132, -1.2454, 4.3802], [0.9272, 1.8973, -4.1892], [-0.1613, 2.5127, -3.5827], [-1.5179, -2.9165, -2.9554], [0.0485, -4.0660, 3.9262], [-2.1682, 2.0196, 5.4129], [-3.2304, 1.3329, 4.8436], [-2.0621, -3.0223, 3.7934], [3.8786, -0.7506, 3.9865], [5.2346, -2.5104, 2.3422], [-1.0039, 1.8835, 3.3091], [0.4437, -3.3288, 2.8206], [3.9941, -2.0219, 1.9450], [-3.2043, 3.1226, -0.2286], [-1.0555, 2.2969, 4.6342], [-1.2217, -3.9033, 4.4354], [-0.2531, 3.8980, -3.6063], [2.5933, -1.2707, -3.1776], [-3.9396, -2.2672, -0.2022], [-4.2496, 4.8731, -0.8949], [4.5399, -4.0799, -0.4568], [-0.2207, 2.8445, 5.0550], [-4.0140, 0.3840, 3.1139], [-2.2103, 2.3401, 6.4459], [2.7642, 2.1645, -5.2655], [0.4523, -5.3203, -1.6656], [-6.5748, -0.3210, 0.5776], [3.7369, 3.0231, 0.7503], [-2.9013, -2.6027, -0.2245], [-1.8502, 1.1476, -5.0165], [-1.4553, -5.0369, -3.2845], [4.5693, 0.7453, -2.8320], [2.3525, -0.7428, 2.5110], [-1.8105, 2.3288, -2.2596], [-4.7939, 1.3652, -1.8485], [-1.0872, 4.3836, -3.1148], [5.7862, -3.1910, 1.7034], [0.1416, 2.8596, 0.0472], [-4.4272, -2.5705, -1.1306], [-2.1777, 6.1816, -1.2699], [-2.2161, -2.7026, -3.7509], [-4.4279, -2.7798, 0.6266], [-5.7135, -0.1430, -1.8809], [-5.6623, -0.7076, 2.0375], [4.0059, -1.7810, -0.1482], [3.3532, -2.0481, -3.0762], [2.6024, 4.6287, -5.2744], [-4.0827, -0.1087, -2.5322], [-3.2370, 1.3776, -3.9101], [-5.8035, 0.9724, 1.5066], [-4.1308, 2.5885, -0.0446], [0.6609, 5.7364, -4.2147], [-4.1132, 1.1136, 5.4320], [3.7960, -4.5427, 1.1015], [1.6133, -1.7230, -3.0513], [-0.1227, 2.1351, 2.7353], [0.9867, 0.8157, -4.1812], [2.6593, -0.8704, -4.1894], [0.0198, 5.1424, -0.7687], [6.7553, -2.5191, 3.8473], [5.5431, -0.9464, 5.3263], [3.3353, -0.0627, 4.6208]], "forces_ev_per_a": [[-0.13, 0.05, -0.09], [0.20, -0.37, 0.04], [-1.27, 1.76, 1.07], [-0.12, 0.08, 0.00], [-0.06, 0.03, 0.00], [0.05, -0.02, 0.00], [-0.02, -0.03, 0.05], [0.25, 0.17, -0.27], [0.69, 0.59, 0.51], [0.15, -0.02, -0.17], [0.10, 0.11, -0.01], [-0.17, 0.07, 0.06], [-0.03, -0.09, -0.02], [0.04, 0.01, -0.04], [0.63, -0.49, 0.09], [0.15, -1.02, -1.69], [-0.12, -0.08, -0.01], [-0.13, 0.02, 0.08], [0.36, -0.24, 0.04], [0.02, -0.01, -0.04], [0.19, -0.13, 0.35], [0.03, -0.05, -0.02], [-0.05, 0.03, 0.20], [0.01, -0.01, -0.02], [-0.01, 0.05, 0.02], [-0.24, -0.17, -0.33], [-0.02, -0.15, -0.06], [0.09, -0.14, -0.03], [-0.02, -0.18, 0.05], [-0.07, 0.06, 0.11], [-0.10, 0.00, 0.04], [-0.01, 0.02, 0.09], [0.03, -0.02, 0.06], [0.04, 0.10, 0.07], [0.02, 0.02, -0.08], [0.14, -0.43, 0.03], [-0.03, -0.02, 0.00], [0.05, -0.02, -0.10], [0.00, 0.10, 0.11], [-0.25, 0.19, 0.19], [-0.20, 0.08, 0.05], [0.04, -0.04, -0.01], [0.03, 0.00, -0.06], [-0.09, 0.10, 0.10], [-0.03, -0.01, -0.08], [0.02, -0.18, 0.08], [-0.01, 0.19, 0.02], [0.06, 0.01, -0.04], [-0.18, 0.13, -0.07], [0.16, 0.10, -0.04], [-0.05, 0.01, 0.00], [-0.03, -0.02, 0.02], [-0.01, 0.01, -0.05], [0.00, -0.06, -0.11], [-0.14, 0.07, 0.01], [-0.01, -0.01, -0.03], [0.01, 0.02, 0.07], [0.06, 0.02, 0.00], [0.06, -0.02, 0.00], [0.02, 0.00, 0.01], [0.05, 0.06, -0.07], [-0.09, 0.04, 0.23], [-0.01, 0.00, -0.05], [-0.04, -0.02, 0.09], [0.00, 0.01, 0.01], [0.04, 0.00, -0.04], [0.02, 0.02, -0.06], [-0.01, -0.03, 0.01], [0.02, -0.02, -0.05], [-0.01, 0.00, -0.01], [0.03, 0.00, 0.07], [0.01, 0.00, 0.00], [0.01, 0.00, -0.03], [0.00, 0.00, 0.02], [0.01, -0.01, 0.00], [-0.01, -0.02, 0.01], [-0.02, -0.02, -0.03], [-0.08, 0.01, 0.08], [0.01, 0.00, 0.00], [-0.02, 0.00, 0.02], [0.01, -0.04, 0.00], [-0.02, 0.01, -0.01], [-0.03, -0.03, -0.04], [-0.04, -0.06, -0.17], [0.01, 0.03, 0.01], [0.04, -0.06, -0.15], [0.00, -0.02, -0.01], [0.03, -0.05, -0.02], [-0.02, -0.01, -0.03], [0.00, 0.01, 0.00], [0.00, 0.03, 0.03], [-0.01, -0.01, 0.01], [-0.05, 0.00, 0.00], [0.01, 0.00, 0.04], [-0.05, -0.06, -0.02], [0.00, -0.02, 0.01], [0.02, 0.01, -0.01], [-0.08, 0.00, 0.07], [0.06, 0.01, -0.01], [0.01, 0.02, 0.00], [0.03, -0.01, -0.01], [0.00, 0.03, -0.01], [-0.01, -0.01, 0.00], [-0.06, 0.03, 0.01], [-0.02, 0.00, -0.02], [0.03, -0.02, -0.04], [0.03, -0.05, -0.01], [0.02, 0.02, -0.01], [0.01, 0.00, 0.00], [0.01, 0.00, 0.00], [0.01, 0.01, 0.01], [0.00, 0.00, 0.00]]}